Entry from the OMol25 dataset: an isolated molecule of C4H6N2O (ωB97M-V/def2-TZVPD).

Properties
* E_HOMO: -9.56 eV
* LUMO energy: 0.81 eV
* strongest force on any atom: 0.5 eV/Å
* frontier orbital gap: 10.4 eV
* SMILES string: CC(=O)[C@@H]1N=C1N

Last column: natural (NBO) charge in e.
CARTESIAN COORDINATES (ANGSTROEM)
C (-2.21719, 0.43236, 0.08123)  -0.717
C (-0.72535, 0.40984, 0.30380)  0.562
O (-0.14252, 1.33963, 0.82925)  -0.554
C (0.07405, -0.77499, -0.15837)  -0.265
N (1.07440, -1.38401, 0.83240)  -0.351
C (1.50672, -0.60139, -0.04838)  0.419
N (2.63871, -0.01178, -0.51041)  -0.797
H (-2.57956, 1.45687, 0.18657)  0.238
H (-2.49608, 0.03427, -0.89992)  0.226
H (-2.70033, -0.19393, 0.84012)  0.243
H (-0.39886, -1.49207, -0.83331)  0.196
H (2.53030, 0.97535, -0.71203)  0.406
H (3.43570, -0.19016, 0.08905)  0.394

Entry from the OMol25 dataset: an isolated molecule of C4H6N2O (ωB97M-V/def2-TZVPD).

Properties
* E_HOMO: -8.42 eV
* LUMO energy: 0.68 eV
* strongest force on any atom: 0.3 eV/Å
* frontier orbital gap: 9.1 eV
* SMILES string: Cc1c[nH]c(O)n1

Last column: natural (NBO) charge in e.
CARTESIAN COORDINATES (ANGSTROEM)
C (2.10094, 0.44526, 0.07374)  -0.631
C (0.64695, 0.09939, 0.01197)  0.104
C (0.08809, -1.14736, 0.02691)  -0.133
N (-1.27252, -0.93809, -0.09172)  -0.546
C (-1.45140, 0.39985, -0.18205)  0.601
O (-2.71322, 0.86392, -0.36281)  -0.685
N (-0.33533, 1.06879, -0.11794)  -0.498
H (2.32829, 1.08199, 0.93467)  0.221
H (2.40859, 0.99129, -0.82420)  0.223
H (2.70711, -0.46424, 0.14535)  0.213
H (0.51978, -2.13443, 0.10681)  0.217
H (-2.03183, -1.59717, -0.15328)  0.421
H (-2.99547, 1.33080, 0.43256)  0.494

Entry from the OMol25 dataset: an isolated molecule of C4H6N2O (ωB97M-V/def2-TZVPD).

Properties
* E_HOMO: -9.03 eV
* LUMO energy: 0.66 eV
* strongest force on any atom: 0.7 eV/Å
* frontier orbital gap: 9.7 eV
* SMILES string: C=C1N=C[C@H](O)N1

Last column: natural (NBO) charge in e.
CARTESIAN COORDINATES (ANGSTROEM)
C (-1.55214, -0.22663, -1.37730)  -0.491
C (-0.25132, -0.14182, -1.10387)  0.279
N (0.44768, 1.11072, -1.08747)  -0.374
C (0.88416, 1.15339, 0.10931)  0.081
C (0.44671, -0.07103, 0.89180)  0.168
O (1.08571, -0.43906, 2.05699)  -0.684
N (0.45058, -1.02283, -0.23608)  -0.617
H (-2.07910, 0.61496, -1.80595)  0.221
H (-2.11397, -1.11021, -1.08939)  0.203
H (1.41729, 2.00802, 0.52231)  0.198
H (-0.63491, 0.11283, 1.10226)  0.165
H (2.00086, -0.13824, 2.04552)  0.478
H (-0.10155, -1.85010, -0.02813)  0.373

Entry from the OMol25 dataset: an isolated molecule of C4H6N2O at a distorted geometry (ωB97M-V/def2-TZVPD).

Properties
* E_HOMO: -9.51 eV
* LUMO energy: 0.80 eV
* strongest force on any atom: 3.7 eV/Å
* frontier orbital gap: 10.3 eV
* SMILES string: [H]/N=C1/CC(C)=NO1

Last column: natural (NBO) charge in e.
CARTESIAN COORDINATES (ANGSTROEM)
H (3.45476, -0.59654, -0.24837)  0.368
N (2.67085, -0.03427, 0.05017)  -0.765
C (1.48005, -0.48237, -0.07770)  0.572
C (0.45321, 0.36189, 0.53916)  -0.645
C (-0.73549, -0.11803, -0.21108)  0.231
C (-2.13907, 0.38310, -0.08464)  -0.648
N (-0.48632, -1.12033, -0.99054)  -0.100
O (0.95593, -1.41223, -0.89274)  -0.360
H (1.48653, 1.16468, 0.42912)  0.379
H (0.35021, 0.30392, 1.62660)  0.260
H (-2.81810, -0.21426, -0.70112)  0.241
H (-2.47240, 0.33221, 0.96010)  0.231
H (-2.20014, 1.43223, -0.39897)  0.235

Entry from the OMol25 dataset: an isolated molecule of C4H6N2O at a distorted geometry (ωB97M-V/def2-TZVPD).

Properties
* E_HOMO: -8.28 eV
* LUMO energy: 0.66 eV
* strongest force on any atom: 6.0 eV/Å
* frontier orbital gap: 8.9 eV
* SMILES string: COc1c[nH]cn1

Last column: natural (NBO) charge in e.
CARTESIAN COORDINATES (ANGSTROEM)
C (-1.15523, -1.72688, 1.24039)  -0.273
O (-0.93462, -0.33719, 1.33728)  -0.503
C (-0.24398, 0.23101, 0.31207)  0.411
C (0.15119, -0.59856, -0.76287)  -0.260
N (0.91872, 0.23983, -1.54302)  -0.531
C (1.05568, 1.44157, -0.91645)  0.165
N (0.33705, 1.48523, 0.25313)  -0.474
H (-2.20617, -1.96368, 1.84199)  0.211
H (-0.24778, -2.29866, 1.60541)  0.187
H (-1.27576, -1.80020, 0.01432)  0.188
H (0.19694, -1.79382, -0.74969)  0.249
H (1.63977, 0.26063, -2.41277)  0.440
H (1.73359, 2.13504, -1.20705)  0.189

Entry from the OMol25 dataset: an isolated molecule of C4H6N2O at a distorted geometry (ωB97M-V/def2-TZVPD).

Properties
* E_HOMO: -7.84 eV
* LUMO energy: 0.74 eV
* strongest force on any atom: 1.8 eV/Å
* frontier orbital gap: 8.6 eV
* SMILES string: Cc1ncc(O)[nH]1

Last column: natural (NBO) charge in e.
CARTESIAN COORDINATES (ANGSTROEM)
C (-1.80639, -0.38320, 1.06167)  -0.658
C (-0.70066, -0.09727, 0.11617)  0.359
N (-0.68595, 0.89478, -0.73831)  -0.462
C (0.55831, 0.86130, -1.31258)  -0.146
C (1.32717, -0.08191, -0.70507)  0.353
O (2.58657, 0.17368, -0.24154)  -0.673
N (0.47759, -0.79085, 0.12710)  -0.565
H (-2.42713, 0.51414, 1.10068)  0.249
H (-1.43022, -0.59538, 2.06992)  0.218
H (-2.41014, -1.22609, 0.72158)  0.223
H (0.92897, 1.60508, -2.00221)  0.195
H (2.99155, 0.82389, -0.82439)  0.485
H (0.59651, -1.71617, 0.51942)  0.421